A) Formula: C4H2CsO2
Source: the OMol25 dataset
Level of theory: ωB97M-V with the def2-TZVPD basis set

Cartesian coordinates (Å):
1 Cs -7.2355 -0.4031 -0.6655
2 O 2.4583 1.0685 -0.1705
3 O -2.3711 0.3351 0.1530
4 C -1.1908 0.3864 0.1169
5 C 0.0692 0.5079 0.2225
6 C 2.1296 -0.5140 0.1245
7 C 1.2985 0.5702 -0.3393
8 H 2.3440 -0.7236 1.1742
9 H 2.4979 -1.2274 -0.6157

Summary:
* E_LUMO: -0.144 Eh
* orbital gap: 6.774 eV
* HOMO level: -10.7 eV
* charge: +1



B) Formula: C4H2CsO2
Source: the OMol25 dataset
Level of theory: ωB97M-V with the def2-TZVPD basis set

Cartesian coordinates (Å):
1 Cs 4.8518 3.4807 -0.4190
2 O 0.9342 1.8076 0.0867
3 O -0.7051 -3.2994 -0.7000
4 C -0.1574 1.2218 0.0561
5 C -0.8216 -2.3307 -0.1196
6 C -0.5137 -0.0652 -0.1734
7 C -1.0181 -1.1310 0.5246
8 H -1.5291 -1.1428 1.4931
9 H -1.0410 1.4590 -0.7485

Summary:
* E_LUMO: -0.135 Eh
* orbital gap: 7.932 eV
* HOMO level: -11.6 eV
* charge: +1



Winner for stability: B)



A) Formula: C17H24N2O5
Source: the OMol25 dataset
Level of theory: ωB97M-V with the def2-TZVPD basis set

Cartesian coordinates (Å):
1 O 2.1144 -3.7655 -3.2275
2 O -1.5984 -3.2826 -1.0949
3 O 3.4332 -2.4607 -1.3201
4 O 1.8567 -2.4266 -2.9462
5 O 1.4012 -1.9401 -0.5425
6 N -3.1048 -2.7440 0.5847
7 N 0.8446 -5.3657 -1.6989
8 C 2.2593 -2.2591 -1.5801
9 C -1.8367 -2.5005 -0.1753
10 C 2.0772 1.6803 1.3827
11 C 2.4982 2.8945 0.5530
12 C 2.2923 5.2134 2.6439
13 C -5.0605 -0.4929 -1.9763
14 C 3.4524 4.2302 2.5462
15 C 3.1725 0.6309 1.4991
16 C -6.1530 -1.4207 -2.4036
17 C -4.0772 -0.9859 -0.9611
18 C 1.2772 -4.5748 -2.4418
19 C -5.2606 -3.3164 -0.8055
20 C -4.1736 -2.3878 -0.3892
21 C -6.2625 -2.7966 -1.8153
22 C -0.8631 -1.3034 0.1415
23 C 0.2727 -1.1400 -0.9787
24 C 3.6698 3.6958 1.1299
25 H 3.8742 4.5373 0.4591
26 H -4.9252 0.5477 -2.3830
27 H -5.3303 -4.3509 -0.3799
28 H -7.1063 -3.4388 -2.1828
29 H 1.3428 4.7474 2.3722
30 H 1.2039 1.2197 0.9068
31 H 3.4716 0.2698 0.5115
32 H 1.7528 1.9899 2.3803
33 H 4.5745 3.0786 1.1198
34 H -0.1780 -1.4528 -1.9635
35 H 0.4974 -0.0259 -1.0449
36 H -0.3006 -1.5950 1.0917
37 H 3.2947 3.4056 3.2471
38 H 2.7704 2.5605 -0.4548
39 H 2.4550 6.0727 1.9877
40 H 4.3673 4.7369 2.8689
41 H 2.8114 -0.2245 2.0742
42 H -3.2699 -0.2740 -0.6452
43 H 4.0562 1.0202 2.0082
44 H -1.3787 -0.3271 0.3642
45 H -3.1581 -3.7779 0.6103
46 H 2.1969 5.5843 3.6673
47 H 1.6323 3.5524 0.4267
48 H -6.8858 -1.0380 -3.1659

Summary:
* E_LUMO: -0.004 Eh
* orbital gap: 8.589 eV
* HOMO level: -8.7 eV
* SMILES: N#COOC(=O)OCCC(=O)Nc1ccccc1.CCCCCC



B) Formula: C17H24N2O5
Source: the OMol25 dataset
Level of theory: ωB97M-V with the def2-TZVPD basis set

Cartesian coordinates (Å):
1 O -5.7222 -0.9831 0.4194
2 O -6.2735 0.8452 1.2542
3 O -1.2589 -2.0612 0.3640
4 O -3.6782 0.6210 -2.2279
5 O 5.0523 -1.4657 0.6678
6 N -3.2704 -0.1076 -0.2106
7 N -0.9446 -1.3774 -1.4901
8 C 3.6610 -1.3638 0.5320
9 C -4.2014 0.7913 0.5166
10 C 6.5266 2.5389 -0.8690
11 C 5.9646 -0.3545 0.2554
12 C 3.0340 -0.5522 -0.2832
13 C 1.6142 -2.3639 0.8424
14 C -7.5827 0.7826 1.5379
15 C 6.9343 2.0544 0.4594
16 C -0.4474 -1.5564 -0.3235
17 C -3.1572 -0.2899 -1.6920
18 C 1.7541 -0.5167 -0.8597
19 C 0.9314 -1.4627 -0.1972
20 C -2.2882 -1.5346 -1.9586
21 C -5.4996 0.2997 0.4253
22 C 2.8587 -2.0240 1.1504
23 C -8.6137 0.7182 0.4727
24 C 5.9372 1.1241 0.9536
25 H 6.7914 -0.6045 0.5567
26 H 6.7036 1.5814 -1.6333
27 H 5.7997 0.9460 2.2878
28 H 7.3246 3.2612 -1.2548
29 H -0.1789 -1.1361 -2.2258
30 H -2.6940 -2.3402 -1.4689
31 H -8.2332 0.0623 -0.5569
32 H -2.8590 -0.9697 0.1282
33 H -8.5094 1.8872 -0.0599
34 H 5.5476 2.8286 -0.9695
35 H -7.6210 -0.5443 1.8962
36 H 6.7140 2.7848 1.1595
37 H 7.6812 1.7002 0.4249
38 H 0.9776 -3.2219 1.2476
39 H 3.6802 0.3765 -0.9425
40 H -2.1811 -1.4531 -3.1903
41 H 3.2802 -2.7740 1.7549
42 H -3.6565 1.3503 1.2944
43 H 5.8445 -0.3085 -0.6397
44 H 1.3418 0.1783 -1.1766
45 H 4.6645 1.3719 0.8850
46 H -7.9036 1.3215 2.4004
47 H -9.5157 0.4515 0.7124
48 H -4.3287 1.4885 -0.3692

Summary:
* E_LUMO: 0.011 Eh
* orbital gap: 9.192 eV
* HOMO level: -8.9 eV



Winner for stability: A)



A) Formula: C5H12O2
Source: the OMol25 dataset
Level of theory: ωB97M-V with the def2-TZVPD basis set

Cartesian coordinates (Å):
1 O 0.8384 1.3592 4.5550
2 O 3.8827 3.1640 1.8664
3 C -1.3900 -0.3228 -1.2992
4 C 0.2374 -2.4123 -2.7093
5 C -2.0806 0.5673 -0.3984
6 C -1.1195 -2.4025 -2.5306
7 C -1.7851 -1.6173 -1.5696
8 H -2.7068 0.0978 0.3625
9 H -1.6877 -3.1543 -3.0705
10 H -0.5467 0.1334 -1.8025
11 H -2.8461 1.0287 -1.0498
12 H 3.0515 3.0707 1.3933
13 H 1.3643 0.9736 3.8337
14 H 0.7228 -3.1314 -3.3442
15 H 0.9036 -1.6175 -2.3781
16 H 0.8323 2.2245 4.1045
17 H -1.4128 1.3382 -0.0383
18 H -2.6201 -2.0434 -1.0494
19 H 3.9450 2.3984 2.4506

Summary:
* E_LUMO (spin up / spin down): -0.194 / -0.298 Eh
* orbital gap (spin up / spin down): 8.551 / 5.735 eV
* multiplicity: 2
* HOMO level (spin up / spin down): -13.8 / -13.8 eV
* charge: +1



B) Formula: C5H12O2
Source: the OMol25 dataset
Level of theory: ωB97M-V with the def2-TZVPD basis set

Cartesian coordinates (Å):
1 O 1.6048 2.1883 -0.9878
2 O -2.4518 0.4024 1.3433
3 C 0.1649 -0.0920 0.2094
4 C 1.0353 -0.1764 -1.0282
5 C -0.9727 -1.1046 0.1346
6 C -1.9192 -0.8710 1.3820
7 C 2.1478 0.8885 -0.9362
8 H -0.6768 -2.1490 0.0518
9 H 0.7922 -0.2616 1.0820
10 H -0.2724 0.8944 0.3748
11 H 0.3899 0.0452 -1.8913
12 H 2.0852 2.6956 -0.3279
13 H -3.0340 0.5465 0.5742
14 H 1.5046 -1.1398 -1.2019
15 H -1.4610 -0.9097 2.3669
16 H 2.8838 0.7140 -1.6843
17 H -1.5938 -0.8830 -0.7389
18 H 2.5654 0.7381 0.0686
19 H -2.7921 -1.5260 1.2089

Summary:
* E_LUMO (spin up / spin down): -0.118 / -0.356 Eh
* orbital gap (spin up / spin down): 11.286 / 4.275 eV
* multiplicity: 2
* HOMO level (spin up / spin down): -14.5 / -13.9 eV
* charge: +1



Winner for stability: A)



A) Formula: C5H9O4
Source: the OMol25 dataset
Level of theory: ωB97M-V with the def2-TZVPD basis set

Cartesian coordinates (Å):
1 O -2.4254 -0.5474 0.0987
2 O -0.1127 0.9671 -2.6314
3 O 0.7888 -2.7234 1.1280
4 O -1.5144 -0.0906 -0.9721
5 C 0.6346 -1.5496 1.4973
6 C -0.1387 -0.3835 -0.6481
7 C 0.6450 0.6617 -1.4779
8 C 0.1614 -0.3711 0.7836
9 C 0.2119 0.8858 1.5472
10 H -0.4187 0.7796 2.4507
11 H 1.2529 1.0300 1.9016
12 H 0.9413 -1.2602 2.5382
13 H 1.6354 0.2858 -1.7892
14 H -0.0710 1.8004 1.0084
15 H 0.8131 1.5907 -0.9082
16 H 0.3605 1.6593 -3.1227
17 H 0.0569 -1.3914 -1.0564
18 H -2.8209 -1.3433 -0.3477

Summary:
* E_LUMO (spin up / spin down): 0.024 / -0.049 Eh
* orbital gap (spin up / spin down): 9.701 / 8.522 eV
* multiplicity: 2
* HOMO level (spin up / spin down): -9.1 / -9.9 eV



B) Formula: C5H9O4
Source: the OMol25 dataset
Level of theory: ωB97M-V with the def2-TZVPD basis set

Cartesian coordinates (Å):
1 O 2.6035 0.8607 -0.5617
2 O 0.7941 0.2004 3.3822
3 O 0.5766 -2.9527 3.9166
4 O 2.5943 0.0556 0.7255
5 C 1.2097 -1.9638 4.2052
6 C 1.7232 -0.8899 3.2019
7 C 1.5956 -1.5045 1.8502
8 C 1.4020 -0.6698 0.6662
9 C 3.0938 -0.4038 3.6180
10 H 1.6046 -2.5822 1.7373
11 H 1.3892 -1.6166 5.2568
12 H 3.0642 -0.0594 4.6573
13 H 0.5368 0.0214 0.7809
14 H 1.3296 -1.2735 -0.2513
15 H -0.0817 -0.0878 3.0650
16 H 3.8109 -1.2271 3.5297
17 H 3.4128 0.4250 2.9823
18 H 3.5681 0.9671 -0.6399

Summary:
* E_LUMO (spin up / spin down): 0.028 / -0.016 Eh
* orbital gap (spin up / spin down): 9.437 / 9.397 eV
* multiplicity: 2
* HOMO level (spin up / spin down): -8.7 / -9.8 eV



Winner for stability: A)